1.
# C50H51As2BrCsN3O2P

A structure of composition C50H51As2BrCsN3O2P at a distorted geometry (ωB97M-V/def2-TZVPD, the OMol25 dataset).

Geometry as XYZ:
```
111
Properties=species:S:1:pos:R:3:mulliken_charge:R:1
Cs 0.003 -0.568 -0.068 2.416
O 2.302 -3.535 4.855 -0.746
C 1.195 -4.272 4.558 0.387
C 0.879 -5.318 5.420 -0.669
C -0.240 -6.096 5.194 -0.331
C -1.038 -5.854 4.091 -1.110
C -0.715 -4.822 3.230 0.129
C 0.380 -4.008 3.451 0.293
C 0.639 -2.811 2.521 -0.380
O -0.078 -2.742 1.420 -0.561
N 2.119 -2.894 2.210 0.104
N 2.735 -1.812 1.760 -0.440
C 3.744 -1.963 0.978 -0.540
C 4.561 -0.927 0.459 0.154
Br 3.822 0.836 0.447 -0.074
C 5.785 -1.136 -0.090 -0.692
C 6.536 -2.359 0.105 0.537
C 7.379 -2.875 -0.886 -0.445
C 8.116 -4.020 -0.662 -0.642
C 8.059 -4.670 0.560 -0.419
C 7.241 -4.163 1.558 -0.702
C 6.493 -3.028 1.337 -0.336
H 2.470 -2.939 4.105 0.413
H 1.526 -5.499 6.266 0.423
H -0.484 -6.898 5.878 0.358
H -1.912 -6.460 3.900 0.414
H -1.318 -4.607 2.362 0.101
H 0.564 -1.890 3.159 0.148
H 2.333 -3.764 1.705 0.220
H 4.046 -2.977 0.676 0.580
H 6.254 -0.355 -0.672 0.535
H 7.435 -2.384 -1.846 0.343
H 8.749 -4.415 -1.443 0.373
H 8.649 -5.557 0.742 0.387
H 7.196 -4.649 2.520 0.395
H 5.886 -2.625 2.135 0.536
C -4.480 1.452 1.136 -1.381
As -3.302 0.574 -0.208 1.062
C -3.734 1.817 -1.658 -1.394
C -4.542 -0.863 -0.738 -0.499
C -5.817 -0.570 -1.204 -0.305
C -6.667 -1.562 -1.661 -0.906
C -6.234 -2.876 -1.667 -0.558
C -4.977 -3.181 -1.176 -0.542
C -4.123 -2.198 -0.696 0.076
As -2.390 -2.567 0.159 0.948
C -2.275 -4.506 -0.161 -1.597
C -3.234 -2.570 1.934 -1.057
H -5.486 1.621 0.744 0.381
H -4.037 2.416 1.400 0.383
H -4.550 0.846 2.042 0.298
H -4.805 1.984 -1.773 0.525
H -3.323 1.430 -2.589 0.255
H -3.248 2.770 -1.454 0.361
H -6.174 0.456 -1.219 0.204
H -7.655 -1.311 -2.026 0.375
H -6.878 -3.659 -2.049 0.394
H -4.657 -4.218 -1.175 0.312
H -3.088 -5.060 0.314 0.347
H -1.325 -4.849 0.242 0.391
H -2.272 -4.704 -1.236 0.452
H -3.911 -3.421 2.039 0.292
H -3.806 -1.648 2.064 0.385
H -2.468 -2.627 2.700 0.208
C 4.153 -1.423 -2.849 -0.276
C 3.208 -2.435 -2.880 -0.704
C 1.870 -2.122 -3.014 -0.524
C 1.454 -0.797 -3.117 0.002
C 2.405 0.216 -3.042 0.277
C 3.747 -0.099 -2.916 -0.930
P -0.328 -0.538 -3.511 0.040
C -0.118 -0.806 -5.327 -0.186
C -1.153 -1.396 -6.047 -0.428
C -1.051 -1.570 -7.417 -0.611
C 0.084 -1.149 -8.088 -0.469
C 1.116 -0.551 -7.382 -0.700
C 1.016 -0.379 -6.015 -0.156
C -0.475 1.271 -3.433 0.098
C -0.588 2.105 -4.540 -0.115
C -0.743 3.464 -4.333 -0.867
C -0.763 3.956 -3.036 -0.414
C -0.652 3.091 -1.954 -1.565
C -0.545 1.701 -2.098 0.778
H 5.203 -1.672 -2.794 0.332
H 3.523 -3.469 -2.826 0.392
H 1.130 -2.911 -3.060 0.341
H 2.095 1.252 -3.114 0.401
H 4.484 0.692 -2.888 0.398
H -2.045 -1.718 -5.523 0.440
H -1.854 -2.044 -7.966 0.382
H 0.164 -1.278 -9.160 0.363
H 2.004 -0.220 -7.903 0.404
H 1.821 0.102 -5.478 0.375
H -0.571 1.708 -5.550 0.345
H -0.854 4.133 -5.181 0.333
H -0.888 5.024 -2.881 0.307
H -0.701 3.522 -0.954 0.352
C -0.075 6.158 3.960 -1.442
C -0.042 4.838 3.253 1.204
C -0.854 3.780 3.644 -0.793
C -0.790 2.587 2.939 -0.428
N 0.015 2.393 1.910 0.103
C 0.794 3.393 1.535 -0.534
C 0.800 4.627 2.167 -0.750
H -0.637 6.092 4.888 0.357
H -0.545 6.909 3.324 0.286
H 0.935 6.498 4.182 0.350
H -1.522 3.884 4.486 0.322
H -1.412 1.744 3.216 0.394
H 1.445 3.197 0.693 0.539
H 1.453 5.414 1.822 0.405
```

**Total charge**: -1
**Multiplicity**: 1

2.
# C4H10NO2

The ion C4H10NO2 with charge +1 at a distorted geometry (ωB97M-V/def2-TZVPD, the OMol25 dataset).

Geometry as XYZ:
```
17
Properties=species:S:1:pos:R:3:nbo_charge:R:1
C 1.365 -1.277 0.907 -0.660
C 0.507 -0.919 -0.292 -0.416
C 0.180 0.585 -0.338 -0.136
N -0.554 0.925 0.957 -0.685
C -0.777 0.790 -1.533 0.771
O -0.449 0.840 -2.668 -0.496
O -2.058 0.728 -1.080 -0.717
H 0.913 -1.232 1.907 0.206
H 2.304 -0.724 0.927 0.230
H 1.647 -2.333 0.954 0.268
H 0.968 -1.233 -1.221 0.272
H -0.478 -1.380 -0.174 0.218
H 0.971 1.324 -0.423 0.253
H -0.602 1.921 1.193 0.453
H 0.130 0.645 1.671 0.447
H -1.429 0.414 1.032 0.465
H -2.638 0.925 -1.818 0.527
```

**ΔE to the lowest compared entry with this formula, charge and spin**: 0.874 eV
**Total charge**: +1
**Multiplicity**: 1
**SMILES**: CC[C@H]([NH3+])C(=O)O

3.
# C6H5NO

The molecule C6H5NO at a distorted geometry (ωB97M-V/def2-TZVPD, the OMol25 dataset).

Geometry as XYZ:
```
13
Properties=species:S:1:pos:R:3:nbo_charge:R:1
C 1.290 0.754 2.364 -0.498
C 0.779 0.564 0.964 0.298
C 1.367 -0.284 -0.041 -0.243
C 0.711 -0.438 -1.109 -0.173
C -0.521 0.407 -0.843 -0.015
C -1.655 -0.644 -1.018 0.222
N -2.077 -1.837 -1.137 -0.287
O -0.319 1.183 0.409 -0.463
H 0.786 1.301 3.289 0.231
H 2.078 0.087 2.736 0.208
H 2.329 -0.519 0.080 0.223
H 0.782 -0.945 -2.061 0.254
H -0.713 1.316 -1.255 0.243
```

**ΔE to the lowest compared entry with this formula, charge and spin**: 3.980 eV
**Multiplicity**: 1
**SMILES**: C=C1C=C[C@@H](C#N)O1

4.
# C4H7N3O

The molecule C4H7N3O at a distorted geometry (ωB97M-V/def2-TZVPD, the OMol25 dataset).

Geometry as XYZ:
```
15
Properties=species:S:1:pos:R:3:nbo_charge:R:1
N -2.073 1.259 0.051 -0.811
C -0.790 0.728 0.401 0.194
N 0.369 1.329 -0.263 -0.418
C 1.458 0.709 -0.374 0.157
C 1.710 -0.656 0.111 -0.546
C 0.468 -1.358 -0.077 -0.060
N -0.749 -0.868 0.011 0.130
O -1.824 -1.376 -0.352 -0.511
H -2.319 1.371 -0.963 0.381
H -2.795 0.800 0.440 0.376
H -0.746 0.788 1.530 0.200
H 2.235 1.394 -0.907 0.201
H 2.569 -1.060 -0.450 0.249
H 2.033 -0.663 1.158 0.249
H 0.453 -2.395 -0.317 0.208
```

**ΔE to the lowest compared entry with this formula, charge and spin**: 3.828 eV
**Multiplicity**: 1
**SMILES**: N[C@@H]1N=CCC=[N+]1[O-]

For reference, calculated total energy by record: -262797.6546 -9888.7143 -9835.2281 -10775.9193 eV.
For reference, HOMO-LUMO gap by record: 5.684 11.557 8.745 9.364 eV.
For reference, LUMO by record: 2.02 -3.69 0.08 0.77 eV.